Record 1
61
Properties=species:S:1:pos:R:3 method="wB97M-V/def2-TZVPD" multiplicity=5 lumo_energy_ha="-0.3733 / -0.4698" charge=+3 homo_energy_ev="-16.048 / -16.226"
I -1.784 0.793 -6.329
I -3.102 0.589 -3.972
Ru 0.043 0.742 -3.060
P -0.687 2.888 -3.227
P -0.708 -1.410 -3.397
O -0.132 0.766 -0.070
O -0.157 -2.509 2.212
O 2.551 -1.109 -1.310
N 0.975 -2.076 0.199
N 2.582 -0.693 0.976
C -1.081 -1.660 2.887
C 2.241 -0.853 3.396
C 1.875 -1.125 2.047
C -2.463 0.295 2.866
C -1.269 3.679 -1.671
C 2.594 -1.883 4.290
C -1.824 -0.721 2.169
C -1.007 -1.673 4.270
C 2.641 0.763 5.154
C 0.908 -2.194 -3.709
C -1.321 -2.255 -1.880
C 2.991 -0.264 6.031
C 2.944 -1.590 5.599
C -1.705 -0.707 4.962
C -0.182 0.733 -1.241
C 2.338 0.483 3.835
C -2.430 0.278 4.271
C 2.056 -1.295 -0.200
C 0.922 3.701 -3.623
C -1.670 -2.485 -4.656
C 0.846 -1.967 1.523
C -1.751 3.888 -4.389
H -3.114 1.004 2.335
H -1.635 3.584 -5.443
H 2.569 1.783 5.509
H -2.748 -2.361 -4.505
H 2.091 1.277 3.147
H -1.607 -0.667 6.048
H -1.483 -2.185 -5.705
H -0.603 3.487 -0.822
H -2.262 3.278 -1.434
H 0.804 -3.280 -3.793
H -2.811 3.818 -4.120
H -1.418 4.941 -4.298
H 3.480 -0.229 0.922
H 1.295 3.260 -4.554
H 1.290 -1.815 -4.664
H -1.352 4.761 -1.832
H -2.147 -1.657 -1.482
H 1.618 -1.959 -2.903
H 1.627 3.515 -2.805
H -1.663 -3.273 -2.119
H 2.544 -2.908 3.961
H 0.755 4.777 -3.755
H 3.381 -0.010 7.013
H -2.862 1.127 4.806
H -1.395 -3.554 -4.469
H -0.365 -2.408 4.758
H -0.509 -2.283 -1.144
H -1.854 -0.765 1.086
H 3.139 -2.390 6.311

Record 2
61
Properties=species:S:1:pos:R:3 method="wB97M-V/def2-TZVPD" lumo_energy_ha=-0.2753 charge=+2 homo_energy_ev=-13.303
Ir 0.694 -0.227 0.139
S 2.990 -0.063 0.836
O -0.343 -1.604 1.032
O 1.189 1.580 -0.968
N 2.769 0.920 3.348
N -0.704 0.935 2.415
N 4.100 2.103 1.860
N -0.096 1.137 1.314
N 2.467 -1.517 -2.020
N 1.239 -1.741 -1.315
C -0.521 3.564 1.564
C -0.375 4.846 1.070
C -2.030 -0.200 4.021
C 1.983 -0.243 3.756
C -3.106 0.997 5.821
C 0.803 3.984 -0.841
C -2.331 0.999 4.684
C 4.226 2.648 0.506
C -2.382 -2.608 3.777
C -3.618 -0.202 6.328
C 0.284 5.057 -0.133
C 5.234 2.453 2.733
C 0.668 2.706 -0.334
C 0.008 2.479 0.871
C 3.268 1.086 2.131
C 2.897 1.936 4.397
C 1.695 1.719 -2.315
C -2.579 -1.400 4.512
C -1.654 -2.643 2.634
C -3.357 -1.383 5.682
C -1.055 -1.474 2.113
C -1.226 -0.223 2.803
H 0.396 6.058 -0.527
H 5.157 3.481 3.086
H -0.790 5.682 1.615
H -3.316 1.929 6.329
H 6.149 2.360 2.148
H 3.011 2.924 3.961
H 4.479 3.704 0.598
H 3.243 -1.656 -1.384
H -3.760 -2.315 6.057
H 0.902 2.058 -2.979
H 2.044 0.734 -2.602
H -1.047 3.376 2.488
H 3.737 1.726 5.056
H 5.014 2.151 -0.061
H 1.294 4.153 -1.789
H 0.493 -1.702 -2.004
H 1.192 -2.668 -0.891
H 1.989 1.920 4.996
H 2.409 -0.666 4.667
H -2.843 -3.520 4.140
H 1.977 -1.002 2.982
H 2.563 -2.166 -2.795
H 3.283 2.560 -0.022
H -1.953 1.927 4.279
H -1.506 -3.568 2.093
H 2.532 2.415 -2.331
H 5.302 1.778 3.577
H -4.231 -0.195 7.220
H 0.961 0.070 3.963

Record 3
55
Properties=species:S:1:pos:R:3 method="wB97M-V/def2-TZVPD" lumo_energy_ha=0.0220 smiles="C[C@@H](CCc1ccccc1)NC(=O)CN1CCN(c2ccccc2)CC1" homo_energy_ev=-7.677
O 1.060 -0.738 -2.171
N -3.661 0.601 1.363
N 1.514 -0.265 -0.002
N -1.078 -0.566 0.646
C -2.141 -1.286 1.335
C 7.019 -1.207 -2.611
C 6.298 -1.443 -1.455
C 3.891 -0.467 0.510
C -2.989 0.955 0.133
C -6.405 1.813 3.493
C -5.641 1.878 0.841
C 2.804 0.370 -0.173
C 4.264 -1.454 -2.715
C 2.756 1.788 0.393
C -6.809 2.494 1.244
C -0.583 -1.303 -0.501
C -7.203 2.467 2.571
C 4.915 -1.570 -1.493
C 4.985 -1.215 -3.873
C 6.363 -1.092 -3.825
C 0.745 -0.732 -0.998
C -5.229 1.202 3.104
C -2.964 -0.342 2.205
C 4.147 -1.792 -0.220
C -1.478 0.801 0.319
C -4.820 1.219 1.765
H -1.160 1.457 1.138
H -2.301 0.159 2.927
H 4.466 -1.125 -4.816
H -3.208 1.995 -0.118
H 4.718 -2.452 0.437
H 6.924 -0.908 -4.729
H -0.399 -2.337 -0.192
H 3.582 -0.667 1.540
H -7.423 2.993 0.508
H -1.289 -1.328 -1.347
H -6.694 1.785 4.534
H 1.117 -0.286 0.927
H -3.696 -0.932 2.763
H 8.095 -1.114 -2.566
H 2.582 1.762 1.467
H 3.696 2.299 0.205
H -0.962 1.119 -0.588
H -3.325 0.322 -0.703
H -2.821 -1.785 0.625
H 3.190 -2.270 -0.439
H 3.189 -1.542 -2.763
H 6.815 -1.535 -0.509
H -5.376 1.893 -0.205
H -8.119 2.947 2.880
H 2.992 0.406 -1.251
H 4.817 0.110 0.541
H -1.680 -2.058 1.959
H 1.955 2.354 -0.076
H -4.618 0.723 3.853

Record 4
55
Properties=species:S:1:pos:R:3 method="wB97M-V/def2-TZVPD" lumo_energy_ha=0.0223 smiles="CCCCCC(=O)Nc1ccccc1N1CCN(c2ccccc2)CC1" homo_energy_ev=-7.671
O 1.780 -2.450 -0.991
N -2.751 1.656 1.598
N 1.431 -0.396 -0.074
N -0.144 1.470 1.166
C 0.748 -2.148 3.109
C 0.158 0.284 1.860
C -2.415 1.708 0.198
C -3.087 0.452 2.208
C 3.352 0.708 -6.556
C -3.624 0.463 3.500
C 2.408 -0.493 -2.257
C -3.827 -1.929 3.492
C 1.850 -1.244 -1.054
C -3.329 -1.951 2.203
C -0.517 2.652 1.912
C -3.979 -0.711 4.132
C -0.927 1.349 -0.057
C 3.559 -0.764 -4.516
C 0.911 -0.705 1.195
C -2.965 -0.781 1.565
C -0.196 0.054 3.185
C 0.093 -1.149 3.803
C 1.173 -1.918 1.813
C 2.640 0.144 -5.332
C 2.854 -1.457 -3.353
C -2.017 2.666 2.330
H -0.311 3.507 1.258
H -0.513 2.031 -0.812
H 3.528 -2.190 -2.907
H -4.385 -0.671 5.133
H 1.499 0.597 -0.250
H -2.116 2.490 3.399
H -0.216 -1.305 4.825
H 4.400 -0.179 -4.136
H 0.951 -3.098 3.579
H 3.688 -0.096 -7.206
H 0.131 2.732 2.786
H -2.451 3.649 2.107
H 3.966 -1.531 -5.179
H -2.563 -0.846 0.567
H -4.099 -2.847 3.991
H -2.608 2.735 -0.132
H 1.765 -0.426 -5.653
H 4.221 1.291 -6.257
H 1.720 -2.671 1.272
H 1.983 -2.002 -3.721
H -3.077 1.048 -0.363
H 2.685 1.353 -7.125
H -0.848 0.329 -0.430
H -0.725 0.807 3.745
H -3.206 -2.891 1.685
H -3.779 1.402 4.010
H 1.636 0.184 -2.631
H 3.257 0.111 -1.923
H 2.290 0.973 -4.713

Record 5
57
Properties=species:S:1:pos:R:3 method="wB97M-V/def2-TZVPD" lumo_energy_ha=0.0242 smiles="CC(=O)Nc1ccc(OC[C@@H](O)CN2CCN(Cc3ccccc3)CC2)cc1" homo_energy_ev=-8.036
O 2.544 7.489 0.619
O 2.377 1.100 1.816
O 2.836 -1.135 3.378
N 3.101 5.887 -0.907
N -2.356 -2.090 -0.408
N -0.173 -1.297 1.239
C -2.027 -0.693 -0.213
C 2.912 4.690 -0.203
C 3.153 3.494 -0.869
C -4.099 -5.801 -2.794
C 2.987 2.275 -0.235
C -1.145 -2.884 -0.330
C -0.498 -2.697 1.037
C 2.095 -1.221 2.190
C -3.551 -4.529 -2.789
C -3.655 -3.722 -1.665
C -4.751 -6.280 -1.672
C 3.239 8.179 -1.574
C 2.539 -0.154 1.181
C -3.082 -2.331 -1.642
C 2.918 7.171 -0.486
C 2.332 3.437 1.759
C 0.585 -1.069 2.455
C -4.313 -4.211 -0.542
C -4.855 -5.482 -0.544
C 2.498 4.650 1.127
C 2.572 2.236 1.090
C -1.388 -0.507 1.160
H 3.591 -0.307 0.908
H 2.012 3.398 2.788
H 2.309 5.569 1.654
H 3.478 3.510 -1.901
H 2.597 8.018 -2.438
H 4.277 8.080 -1.884
H 3.414 5.761 -1.859
H -5.176 -7.273 -1.675
H 0.413 -0.045 2.796
H 2.307 -2.211 1.776
H 0.295 -1.754 3.266
H -5.362 -5.854 0.335
H -2.944 -0.102 -0.270
H -2.118 -0.803 1.933
H 2.795 -0.216 3.674
H 0.419 -3.286 1.090
H -1.326 -0.329 -0.987
H -0.423 -2.589 -1.113
H -2.446 -2.169 -2.532
H -1.194 -3.060 1.813
H -1.405 -3.934 -0.473
H 3.187 1.369 -0.783
H -3.906 -1.610 -1.686
H 3.075 9.181 -1.190
H -4.383 -3.582 0.332
H -3.039 -4.160 -3.667
H 1.904 -0.231 0.291
H -1.134 0.546 1.300
H -4.014 -6.419 -3.676

Record 6
60
Properties=species:S:1:pos:R:3 method="wB97M-V/def2-TZVPD" lumo_energy_ha=0.0267 smiles="Cc1cc(NC(=O)[C@H](C)SCC(=O)OCC(=O)N(Cc2ccccc2)C(C)(C)C)no1" homo_energy_ev=-8.789
S 3.135 -1.482 -0.654
O 1.880 -0.761 -3.989
O -1.958 1.869 -3.014
O 0.001 -1.302 -0.793
O 0.525 -2.724 0.859
O 1.093 0.888 0.436
N 1.215 0.657 -2.338
N -0.921 1.593 -2.178
N 0.040 0.254 2.339
C 4.438 -1.042 -3.046
C -0.787 -0.748 2.984
C 1.848 -2.699 -1.148
C 0.714 -2.293 -0.250
C 2.076 -0.214 -2.924
C -1.649 1.462 -4.259
C 0.207 0.262 1.010
C -4.916 0.306 3.527
C -4.368 -0.779 4.193
C 0.668 2.617 2.637
C 0.015 1.023 -2.904
C -4.123 1.059 2.679
C -0.402 0.914 -4.259
C 2.308 0.759 3.129
C -2.234 -0.351 3.161
C 0.839 1.190 3.174
C 3.372 -0.432 -2.151
C -2.791 0.732 2.495
C -2.645 1.673 -5.337
C 0.355 1.197 4.627
C -0.772 -0.520 0.119
C -3.036 -1.103 4.012
H 5.344 -1.229 -2.476
H 2.406 -0.274 3.457
H -0.725 1.310 4.685
H -1.492 -1.145 0.645
H 2.902 1.393 3.782
H 0.810 2.046 5.133
H 4.664 -0.364 -3.867
H 0.993 2.692 1.606
H -3.602 1.242 -5.053
H -0.359 -0.974 3.960
H -0.718 -1.683 2.418
H 4.081 -1.978 -3.468
H 2.214 -3.696 -0.914
H -2.611 -1.948 4.533
H -4.980 -1.371 4.857
H -4.542 1.905 2.155
H 1.296 0.871 -1.333
H -5.955 0.561 3.670
H 0.655 0.303 5.168
H -2.182 1.326 1.829
H 1.623 -2.579 -2.203
H -2.295 1.211 -6.254
H -1.283 0.217 -0.509
H 1.264 3.301 3.234
H -0.376 2.918 2.701
H -2.794 2.739 -5.505
H 2.693 0.835 2.117
H 0.146 0.486 -5.069
H 3.706 0.519 -1.728